DFT (wB97M-V/def2-TZVPD) results for the molecule C7H9FO3 in a non-equilibrium geometry.

XYZ file:
```
20
Properties=species:S:1:pos:R:3:forces:R:3
C 3.080581 -0.174753 -0.498607 -0.33 -2.15 -1.91
C -1.192027 0.035989 1.172777 2.35 0.34 -1.42
C -0.437169 0.507410 -1.049118 -0.83 2.67 -0.28
C 0.504122 -0.516189 -0.455008 0.65 1.20 -1.15
C -1.591508 0.805318 -0.095146 0.69 -0.99 -0.25
C -0.334072 -1.163361 0.680782 0.73 0.68 -0.27
C 1.795597 0.068183 0.082426 -0.11 0.30 -0.21
O 4.165386 0.240805 -0.156082 0.03 0.47 0.36
O -1.788433 2.193822 0.191545 -0.32 -1.18 0.26
O -1.156926 -2.181025 0.146660 -0.19 0.21 0.10
F 1.718545 0.930717 1.106110 -0.09 -0.54 -0.52
H 3.001906 -0.953617 -1.415432 0.05 1.47 1.62
H -0.699399 0.686316 1.868242 0.45 0.27 0.29
H -2.032601 -0.337063 1.579892 -2.83 -1.28 1.91
H -0.266782 1.347941 -1.846827 0.24 -2.10 1.34
H 0.764940 -1.134134 -1.339368 0.18 -0.44 0.99
H -2.506181 0.231094 -0.428202 0.19 1.33 -0.22
H 0.399701 -1.590779 1.405370 -1.07 0.08 -0.24
H -1.591333 2.717193 -0.579684 0.04 0.17 -0.49
H -1.834345 -1.713865 -0.370329 0.18 -0.52 0.10
```
Positions in Å, forces in eV/Å.

Properties
Net charge: 0
LUMO level (spin up / spin down), hartree: 0.0206 / -0.0556
Maximum force, eV Å⁻¹: 3.64
⟨S²⟩: 2.02
Energy relative to the best compared isomer or geometry (same formula, charge and spin), kcal per mole: 0.0
Calculated total energy, eV: -16260.3046
Spin multiplicity: 3